Entry 1:
Entry from the OMol25 dataset: C23H23CoF2OPS as an isolated structure (the ωB97M-V functional and the def2-TZVPD basis).

Geometry as XYZ:
```
52
Properties=species:S:1:pos:R:3
Co -0.443 -0.195 -0.017
C 6.876 -1.061 1.541
C 6.252 0.105 1.967
C 4.948 0.375 1.572
C 4.244 -0.522 0.767
C 4.877 -1.691 0.353
C 6.186 -1.957 0.734
P 2.513 -0.064 0.376
C 2.116 -1.157 -1.061
C 2.889 -1.028 -2.219
C 2.587 -1.758 -3.358
C 1.486 -2.609 -3.379
C 0.694 -2.728 -2.251
C 1.006 -2.002 -1.105
C 1.576 -0.837 1.769
C 2.210 -1.531 2.801
C 1.472 -2.022 3.870
C 0.098 -1.827 3.907
C -0.538 -1.161 2.866
C 0.171 -0.641 1.784
H 7.898 -1.269 1.834
H 6.783 0.805 2.600
H 4.462 1.289 1.897
H 4.342 -2.404 -0.265
H 6.667 -2.871 0.408
H 3.740 -0.355 -2.220
H 3.211 -1.659 -4.238
H 1.252 -3.176 -4.271
H -0.172 -3.378 -2.250
H 0.446 -2.217 -0.196
H 3.282 -1.688 2.778
H 1.969 -2.558 4.669
H -0.480 -2.209 4.740
H -1.616 -1.039 2.904
F -2.908 0.681 -0.755
C -2.362 -0.497 -0.248
F -2.519 -1.432 -1.270
H -3.023 -0.811 0.558
O -0.008 1.735 -0.613
S 0.002 2.841 0.423
C -1.428 3.886 0.068
C -0.925 5.304 0.280
C 0.390 5.378 -0.504
C 1.172 4.094 -0.193
H -2.259 3.581 0.701
H -1.667 3.678 -0.977
H -0.741 5.484 1.343
H -1.651 6.042 -0.058
H 0.970 6.261 -0.240
H 0.173 5.433 -1.571
H 1.915 4.234 0.590
H 1.654 3.637 -1.055
```

Values from the calculation:
LUMO level (alpha / beta), eV: 0.374 / 0.377
2S+1: 2
Highest occupied orbital energy (alpha / beta), eV: -7.721 / -7.613
Energy relative to the best compared isomer or geometry (same formula, charge and spin), kcal/mol: 19.1
Charge: 0
⟨S²⟩: 0.884
Gap between HOMO and LUMO (alpha / beta), eV: 8.095 / 7.991

Entry 2:
Entry from the OMol25 dataset: C23H23CrN5O7S as an isolated structure (the ωB97M-V functional and the def2-TZVPD basis).

Geometry as XYZ:
```
60
Properties=species:S:1:pos:R:3
Cr -0.269 0.178 -0.415
O -1.637 3.714 0.312
C -1.488 2.650 -0.230
N -0.280 2.055 -0.616
C 0.932 2.777 -0.579
O 1.048 3.967 -0.494
C 2.098 1.831 -0.651
C 3.392 2.265 -0.831
C 4.390 1.306 -0.949
C 4.053 -0.034 -0.883
C 2.727 -0.390 -0.694
N 1.768 0.532 -0.569
C -2.646 1.720 -0.506
C -3.955 2.146 -0.542
C -4.933 1.207 -0.856
C -4.564 -0.102 -1.112
C -3.223 -0.452 -1.039
N -2.292 0.448 -0.730
H 3.584 3.327 -0.900
H 5.417 1.602 -1.111
H 4.795 -0.811 -1.000
H 2.431 -1.429 -0.675
H -4.179 3.186 -0.354
H -5.971 1.502 -0.916
H -5.295 -0.851 -1.379
H -2.888 -1.458 -1.254
O 1.128 -0.759 2.230
C 0.299 0.116 2.334
O -0.636 0.398 1.475
C 0.351 1.046 3.558
N -0.866 1.956 3.563
C -1.782 1.510 4.696
C -1.229 0.156 5.107
C 0.274 0.308 4.888
H 1.233 1.675 3.441
H -1.316 1.847 2.640
H -0.600 2.934 3.662
H -2.804 1.514 4.327
H -1.684 2.248 5.489
H -1.637 -0.638 4.479
H -1.488 -0.068 6.139
H 0.807 -0.637 4.817
H 0.725 0.899 5.684
N -0.247 -1.863 -0.191
C 0.200 -2.325 -1.503
C 0.261 -1.365 -2.498
C 0.817 -1.641 -3.733
C 1.335 -2.911 -3.959
C 1.216 -3.892 -2.975
C 0.655 -3.613 -1.741
S 2.262 -3.206 -5.461
O 1.811 -2.130 -6.324
O 3.620 -3.071 -4.967
O 1.867 -4.544 -5.841
H -1.075 -2.345 0.150
H 0.478 -2.012 0.521
H -0.084 -0.324 -2.351
H 0.893 -0.905 -4.520
H 1.599 -4.880 -3.197
H 0.600 -4.365 -0.966
```

Values from the calculation:
LUMO level (alpha / beta), eV: -5.360 / -4.819
2S+1: 2
Highest occupied orbital energy (alpha / beta), eV: -9.708 / -9.708
Charge: +1
⟨S²⟩: 0.757
Gap between HOMO and LUMO (alpha / beta), eV: 4.348 / 4.889

Entry 3:
Entry from the OMol25 dataset: an isolated molecule of C23H23FN2O5S (the ωB97M-V functional and the def2-TZVPD basis).

Geometry as XYZ:
```
55
Properties=species:S:1:pos:R:3
C 0.317 -1.590 3.298
O 1.396 -1.198 2.475
C 1.515 -1.750 1.247
C 0.652 -2.715 0.723
C 0.847 -3.180 -0.566
C 1.897 -2.700 -1.320
S 2.074 -3.256 -3.009
O 3.438 -3.102 -3.430
O 1.454 -4.544 -3.160
C 1.048 -2.035 -3.967
C 1.553 -0.693 -3.661
C 2.603 0.016 -4.178
C 2.721 1.178 -3.391
C 1.726 1.117 -2.448
C 1.527 2.060 -1.334
O 2.465 2.759 -0.978
N 0.311 2.157 -0.739
C -0.879 1.394 -1.020
C -1.085 0.346 0.087
N -1.158 0.987 1.385
C -2.392 1.288 1.939
C -2.719 2.540 2.471
C -3.944 2.776 3.067
C -4.897 1.777 3.151
C -4.600 0.520 2.651
C -3.370 0.293 2.076
F -3.097 -0.974 1.654
C -0.010 1.832 1.635
C 0.209 2.866 0.520
O 1.015 -0.031 -2.612
C 2.774 -1.758 -0.809
C 2.583 -1.281 0.469
H 0.414 -0.997 4.206
H -0.644 -1.373 2.824
H 0.374 -2.652 3.551
H -0.174 -3.093 1.302
H 0.196 -3.926 -0.993
H 1.176 -2.303 -5.011
H 0.024 -2.187 -3.641
H 3.217 -0.274 -5.005
H 3.436 1.968 -3.491
H -1.730 2.088 -1.028
H -0.814 0.910 -1.990
H -0.233 -0.340 0.076
H -1.992 -0.219 -0.115
H -2.008 3.348 2.409
H -4.158 3.759 3.458
H -5.855 1.965 3.608
H -5.302 -0.296 2.719
H 0.870 1.180 1.672
H -0.116 2.316 2.605
H -0.629 3.568 0.465
H 1.138 3.414 0.678
H 3.594 -1.416 -1.419
H 3.241 -0.539 0.892
```

Values from the calculation:
LUMO level, eV: 0.515
Highest occupied orbital energy, eV: -8.058
Energy relative to the best compared isomer or geometry (same formula, charge and spin), kcal/mol: 59.2
Charge: 0
Structure (SMILES): COc1ccc(S(=O)(=O)Cc2ccc(C(=O)N3CCN(c4ccccc4F)CC3)o2)cc1
Gap between HOMO and LUMO, eV: 8.573

Entry 4:
Entry from the OMol25 dataset: an isolated molecule of C23H23N3O5 (the ωB97M-V functional and the def2-TZVPD basis).

Geometry as XYZ:
```
54
Properties=species:S:1:pos:R:3
C 1.690 2.297 2.024
O 2.189 1.201 0.860
C 3.286 1.598 0.425
C 3.957 2.739 0.681
C 5.207 3.075 -0.313
C 5.654 2.097 -1.128
C 5.050 0.837 -1.194
C 3.773 0.882 -0.469
N 2.953 -0.383 -0.666
C 3.317 -1.809 -1.342
O 4.269 -1.776 -1.898
C 2.201 -2.724 -1.123
N 0.879 -2.242 -0.406
C -0.080 -2.092 -1.257
C -1.183 -1.450 -0.476
C -2.509 -1.055 -0.991
O -2.641 -1.027 -2.226
C -3.526 -0.641 -0.135
O -4.054 -1.700 0.418
N -3.905 0.570 0.070
C -3.506 1.508 -0.785
C -4.598 2.288 -1.630
O -5.775 2.445 -0.637
C -6.235 1.375 -0.114
C -5.039 0.772 0.984
C -0.556 -1.217 0.730
C -1.210 -0.807 2.116
C -0.440 -0.928 3.037
C 0.781 -1.354 3.244
C 1.437 -1.800 1.966
C 0.592 -1.792 0.940
H 2.498 2.481 2.749
H 0.904 1.913 2.313
H 1.424 3.209 1.431
H 3.756 3.563 1.266
H 5.957 4.042 -0.170
H 6.651 2.266 -1.629
H 5.400 0.154 -1.884
H 2.098 -0.350 0.066
H 2.206 -3.384 -1.902
H 2.646 -3.328 -0.373
H -0.033 -2.246 -2.319
H -2.657 1.279 -1.361
H -3.045 2.396 -0.110
H -4.341 2.988 -2.400
H -4.984 1.334 -2.441
H -7.204 1.811 0.520
H -6.562 0.360 -0.762
H -5.572 0.021 1.592
H -4.972 1.598 1.570
H -2.142 -0.292 2.018
H -0.772 -0.751 4.068
H 1.566 -1.466 3.985
H 2.444 -2.142 1.639
```

Values from the calculation:
LUMO level, eV: 0.237
Highest occupied orbital energy, eV: -7.641
Energy relative to the best compared isomer or geometry (same formula, charge and spin), kcal/mol: 463.9
Charge: 0
Structure (SMILES): COc1ccccc1NC(=O)Cn1cc(C(=O)C(=O)N2CCOCC2)c2ccccc21
Gap between HOMO and LUMO, eV: 7.878

Entry 5:
Entry from the OMol25 dataset: C23H23NO6 as an isolated structure (the ωB97M-V functional and the def2-TZVPD basis).

Geometry as XYZ:
```
53
Properties=species:S:1:pos:R:3
O -4.239 -0.769 -1.409
C -3.933 -0.737 -0.305
N -3.582 0.463 0.363
H -3.496 0.228 1.350
C -3.308 1.452 -0.350
H -3.631 1.497 -1.209
H -3.999 2.310 0.433
C -1.853 1.872 -0.099
C -1.050 1.067 -1.060
C 0.508 1.068 -0.572
C 0.921 2.763 -0.487
C 2.276 2.537 -0.036
O 3.404 2.178 -0.708
O 2.393 2.419 1.431
H 3.235 2.073 1.620
H 0.981 2.931 -1.395
C 0.099 3.277 0.404
C -1.438 3.260 0.012
H -1.912 4.041 0.522
H -1.561 3.719 -0.975
H 0.115 3.130 1.304
H 0.266 4.575 0.430
H 1.081 0.655 -1.201
H 0.514 0.732 0.606
H -1.321 0.170 -1.218
H -1.048 1.468 -1.980
H -1.588 1.316 1.036
C -4.174 -1.800 0.582
H -5.188 -1.907 1.343
H -4.263 -2.905 0.076
O -3.121 -1.913 1.479
C -1.903 -2.144 0.890
C -0.808 -1.639 1.856
C 0.446 -1.798 1.347
C 0.753 -2.212 0.092
C -0.223 -2.420 -0.661
C -1.543 -2.591 -0.432
H -2.351 -2.913 -0.658
H -0.081 -2.945 -1.675
C 2.047 -1.912 -0.262
C 2.709 -2.610 -1.419
C 3.801 -2.271 -1.721
C 4.730 -1.700 -1.109
C 4.346 -1.315 0.102
C 2.967 -1.305 0.404
C 2.817 -0.905 1.767
O 3.451 -0.292 2.547
O 1.528 -1.258 2.233
H 5.086 -0.550 0.636
H 5.718 -1.440 -1.403
H 4.305 -2.682 -2.958
H 1.984 -3.025 -2.285
H -0.864 -1.244 2.724
```

Values from the calculation:
LUMO level, eV: -0.147
Highest occupied orbital energy, eV: -8.801
Energy relative to the best compared isomer or geometry (same formula, charge and spin), kcal/mol: 482.8
Charge: 0
Gap between HOMO and LUMO, eV: 8.655

Entry 6:
Entry from the OMol25 dataset: C23H24BCaCl2N8O4 as an isolated structure (the ωB97M-V functional and the def2-TZVPD basis).

Geometry as XYZ:
```
63
Properties=species:S:1:pos:R:3
Ca -0.123 -0.312 0.903
C -2.269 1.034 4.752
C -2.322 0.822 3.370
N -1.120 0.939 2.824
N -0.270 1.225 3.830
C -0.936 1.293 4.995
B 1.252 1.432 3.631
N 1.507 2.363 2.428
C 2.133 3.551 2.470
C 2.195 4.054 1.189
C 1.568 3.068 0.414
N 1.156 2.054 1.162
N 1.998 0.094 3.419
C 2.764 -0.548 4.318
C 3.247 -1.699 3.733
C 2.709 -1.673 2.441
N 1.963 -0.592 2.260
H -3.074 0.995 5.464
H -3.170 0.574 2.750
H -0.416 1.518 5.911
H 1.689 1.951 4.626
H 2.487 3.948 3.407
H 2.629 4.983 0.863
H 1.415 3.057 -0.651
H 2.912 -0.140 5.304
H 3.882 -2.447 4.175
H 2.811 -2.392 1.644
Cl 1.359 -5.509 -4.599
C 1.193 -4.112 -3.561
C 2.172 -3.111 -3.605
C 2.060 -2.018 -2.791
Cl 3.266 -0.768 -2.866
C 0.984 -1.835 -1.854
O 0.945 -0.833 -1.086
C -0.019 -2.857 -1.901
C -1.276 -2.721 -1.185
O -1.655 -1.753 -0.551
C 0.115 -3.979 -2.732
H 3.014 -3.203 -4.277
H -1.957 -3.588 -1.298
H -0.660 -4.737 -2.720
O -1.527 1.202 -0.481
C -1.409 1.773 -1.546
C -0.151 1.806 -2.369
C -0.433 1.027 -3.681
C -1.528 -0.054 -3.585
C -2.981 0.432 -3.728
C -3.499 1.239 -2.536
N -2.529 2.292 -2.195
H 0.652 1.329 -1.813
H 0.125 2.840 -2.592
H 0.502 0.547 -3.974
H -0.690 1.722 -4.488
H -1.415 -0.589 -2.641
H -1.344 -0.784 -4.376
H -3.635 -0.432 -3.878
H -3.062 1.045 -4.635
H -3.611 0.608 -1.655
H -4.468 1.689 -2.755
H -2.252 2.782 -3.037
O -1.250 -3.541 4.070
C -0.969 -2.860 3.119
N -0.688 -2.203 2.172
```

Values from the calculation:
LUMO level, eV: 2.447
Highest occupied orbital energy, eV: -5.223
Energy relative to the best compared isomer or geometry (same formula, charge and spin), kcal/mol: 0.0
Charge: -1
Gap between HOMO and LUMO, eV: 7.670

Number 1: strongest force on any atom 0.017 Eh/bohr. Number 2: strongest force on any atom 0.012 Eh/bohr. Number 3: strongest force on any atom 0.023 Eh/bohr. Number 4: strongest force on any atom 0.339 Eh/bohr. Number 5: strongest force on any atom 0.345 Eh/bohr. Number 6: strongest force on any atom 0.003 Eh/bohr.